DFT (wB97M-V/def2-TZVPD) results for a structure of composition C23H41ClN4O2Os at a distorted geometry.

## Properties
E in hartree: -1821.1390
Charge: -2
ΔE to the lowest compared entry with this formula, charge and spin in kJ/mol: 0.0
HOMO energy (spin up / spin down) in eV: 2.75 / -0.45
Kohn-Sham gap (spin up / spin down) in eV: 1.34 / 4.50
2S+1: 5
<S²>: 6.015

Positions of all 72 atoms, in Å:
Os (-0.24, 0.44, 1.77)
Cl (1.29, 0.67, 0.20)
C (-0.24, 0.83, 5.87)
C (0.08, 1.03, 3.65)
N (0.51, 0.41, 4.80)
H (-1.73, 2.47, 5.97)
N (-0.85, 1.93, 4.09)
H (-0.11, 0.44, 6.86)
C (1.63, -0.55, 4.86)
C (2.19, -0.57, 6.27)
C (1.13, -1.94, 4.48)
H (1.47, -0.99, 6.99)
H (3.08, -1.21, 6.28)
H (2.48, 0.43, 6.60)
H (3.55, -0.76, 3.95)
H (3.03, 0.93, 4.11)
H (0.73, -1.94, 3.45)
C (2.69, -0.08, 3.87)
H (0.35, -2.27, 5.16)
H (1.97, -2.64, 4.53)
H (2.33, -0.11, 2.83)
C (-1.03, 1.84, 5.44)
C (-2.99, 2.82, 3.46)
H (-3.24, 3.11, 4.49)
H (-3.51, 3.50, 2.78)
C (-1.50, 2.90, 3.20)
H (-1.19, 3.23, 1.06)
C (-1.00, 4.30, 3.52)
H (0.09, 4.37, 3.38)
H (-3.37, 1.80, 3.29)
H (-1.79, 1.64, 1.39)
H (-1.23, 4.59, 4.55)
H (-1.48, 5.01, 2.85)
C (-1.08, 2.42, 1.80)
H (0.07, 2.30, 1.69)
C (0.51, -2.29, -5.91)
N (0.64, -2.16, -4.53)
H (-0.44, -0.91, -7.33)
N (-0.41, -0.42, -5.21)
H (0.90, -3.12, -6.47)
C (1.40, -3.03, -3.64)
C (1.70, -4.34, -4.33)
C (2.70, -2.31, -3.27)
H (2.34, -4.19, -5.21)
H (2.25, -4.98, -3.63)
H (0.79, -4.86, -4.61)
H (1.13, -3.84, -1.68)
H (-0.37, -3.72, -2.62)
H (2.49, -1.37, -2.74)
C (0.57, -3.22, -2.38)
H (3.30, -2.11, -4.16)
H (3.28, -2.96, -2.61)
H (0.36, -2.25, -1.91)
C (-0.15, -1.19, -6.34)
C (0.14, 1.92, -4.89)
H (0.90, 1.90, -5.68)
H (-0.29, 2.93, -4.86)
C (-0.98, 0.93, -5.19)
H (-2.38, 1.98, -3.95)
C (-1.62, 1.24, -6.52)
H (-2.43, 0.54, -6.76)
H (0.61, 1.70, -3.93)
H (-1.51, 0.66, -3.11)
H (-0.88, 1.24, -7.33)
H (-2.06, 2.25, -6.47)
C (-1.99, 0.96, -4.05)
H (-2.83, 0.29, -4.26)
C (0.08, -1.01, -4.10)
O (-1.85, -1.60, 3.57)
C (-2.47, -1.18, 2.59)
O (-1.99, -0.37, 1.66)
H (-3.52, -1.45, 2.36)